Entry 1:
Molecular formula: C28H29BrCl2FIN3O5S
Method: DFT, ωB97M-V/def2-TZVPD

Structure (XYZ):
```
71
Properties=species:S:1:pos:R:3:mulliken_charge:R:1
I 4.905 -4.505 0.594 0.00
Br 2.126 2.579 -4.872 -0.18
Cl -0.458 4.274 -3.557 -0.15
Cl -1.964 0.090 -4.190 -0.17
S -1.424 1.127 -0.436 -0.46
F -2.220 -6.163 1.435 -0.23
O -4.649 -2.548 2.908 -0.63
O -4.650 0.576 2.895 -0.30
O -1.462 -4.026 4.451 -0.70
O -3.047 -4.598 0.126 -0.44
O 0.097 -4.728 3.036 -0.74
N -3.635 -4.501 2.399 -0.08
N 1.283 -0.074 0.846 1.75
N 4.191 1.252 -3.069 -0.74
C -2.508 -1.041 1.125 0.31
C -0.831 -3.885 3.387 0.06
C 1.394 0.533 -0.446 -1.17
C -2.226 2.617 -5.359 -1.27
C 0.020 -0.690 1.151 -1.01
C -4.157 0.812 1.558 0.67
C -5.765 1.133 1.882 -0.94
C 2.992 2.941 1.185 -1.30
C 2.919 1.169 -2.385 1.03
C 4.818 -2.633 -0.507 -1.21
C 3.637 -1.704 0.032 -0.24
C -0.782 2.487 -3.239 -0.97
C 1.776 1.791 -3.096 -0.39
C -1.201 1.707 -4.561 0.58
C -3.645 -3.060 2.448 -0.10
C -1.092 -2.649 2.441 0.01
C 2.745 0.512 -1.067 0.22
C -1.310 -0.291 0.683 1.00
C 0.075 -1.886 2.029 -0.77
C -3.915 -0.562 0.646 -1.53
C 1.872 2.185 2.044 0.52
C -2.976 -5.021 1.234 0.49
C 0.254 1.157 -1.177 0.94
C 3.966 -0.185 -0.362 -1.52
C 1.949 0.613 1.967 -1.29
C 0.420 1.803 -2.496 0.51
C 0.456 2.825 1.769 -1.16
C -2.435 -2.216 1.994 0.40
H -3.467 1.715 1.350 0.32
H 1.080 -2.224 2.399 0.44
H 2.571 3.229 0.186 0.18
H 1.494 0.218 2.922 0.56
H 3.235 3.916 1.707 0.42
H 4.678 -2.903 -1.583 0.45
H -4.744 -1.241 0.953 0.64
H -0.342 1.498 -5.241 0.21
H -1.713 2.493 -2.603 0.31
H 5.799 -2.121 -0.337 0.47
H 3.041 0.319 2.035 0.31
H 2.129 2.458 3.113 0.61
H -1.714 3.472 -5.885 0.33
H 4.303 2.251 -3.296 0.27
H 2.710 -2.071 -0.495 0.17
H -6.471 0.600 2.566 0.41
H 3.564 -1.858 1.137 0.44
H 4.971 1.052 -2.441 0.29
H 4.854 -0.264 -1.059 0.45
H 3.954 2.373 1.134 0.29
H -6.003 0.396 1.017 0.21
H 0.382 3.748 2.421 0.41
H -3.947 -0.224 -0.420 0.50
H 0.459 3.220 0.713 0.21
H -2.960 3.021 -4.606 0.31
H -4.570 -4.890 2.520 0.39
H 4.336 0.390 0.526 0.05
H -0.415 2.164 1.996 0.17
H -2.757 2.045 -6.173 0.38
```

Properties
structure (SMILES): CC(C)CN1c2cc(C(=O)[O-])c(C(=O)NC(=O)F)c(C[C@H]3CO3)c2Sc2c([C@@H](Cl)[C@H](C)Cl)c(Br)c(N)c(CCCI)c21
orbital gap: 6.45 eV
charge: -1
E: -5914.76701 hartree
lowest unoccupied orbital energy: 1.7 eV

=====

Entry 2:
Molecular formula: C28H29Cl3N7O2S2TcTe
Method: DFT, ωB97M-V/def2-TZVPD

Structure (XYZ):
```
73
Properties=species:S:1:pos:R:3:mulliken_charge:R:1
Te -1.975 -1.971 0.422 0.39
Tc -2.190 0.424 1.252 0.56
Cl 3.628 1.939 -5.049 -0.07
Cl 1.297 -2.719 -6.336 -0.01
Cl 5.107 3.131 0.662 -0.20
S -3.026 -3.029 3.458 -0.02
S 7.036 2.632 -1.456 -0.11
O 2.750 0.913 -0.931 -0.08
O -3.331 0.138 2.934 -0.67
N -5.565 0.401 2.971 0.23
N -1.347 1.085 -0.514 0.37
N -4.307 0.630 0.963 -0.09
N 0.215 1.980 -1.729 0.26
N 1.851 0.123 3.039 -0.01
N -0.455 0.368 2.176 -0.33
N -5.350 1.350 -0.995 -0.28
C -0.830 1.670 -2.588 -0.89
C -6.649 0.864 0.916 -0.86
C 0.658 0.273 2.604 0.54
C 1.308 -1.698 -3.910 -0.95
C 5.196 0.836 -1.008 -0.17
C 1.542 -0.710 -2.937 -0.27
C 3.916 0.194 -0.589 -0.39
C 7.125 1.163 -2.307 -0.53
C -2.815 -4.675 3.823 -0.49
C -1.768 1.082 -1.829 -0.92
C -2.521 -3.335 1.861 0.32
C -5.380 1.019 0.280 0.91
C -4.440 0.420 2.311 0.37
C -6.726 0.576 2.229 -0.29
C 1.744 -1.552 -5.221 0.29
C 1.494 2.535 -2.094 -1.97
C 2.749 0.535 -4.656 0.39
C -0.155 1.635 -0.512 -0.20
C 2.261 0.445 -3.326 0.17
C -2.535 -5.448 2.721 -0.49
C -5.519 0.455 4.414 -1.02
C 2.588 -1.118 2.831 -0.93
C 2.587 1.468 -2.230 -0.08
C 2.635 1.228 3.578 -0.92
C 5.648 2.067 -0.561 0.73
C -2.360 -4.709 1.562 -0.54
C 2.544 -0.437 -5.581 -0.43
C 6.038 0.375 -2.039 -0.61
H 2.908 -0.339 -6.579 0.56
H -4.468 1.407 -1.505 0.15
H 2.043 1.816 4.271 0.43
H -3.001 -4.985 4.814 0.45
H -7.677 0.335 2.666 0.46
H 3.012 -1.449 3.792 0.40
H 1.936 -1.940 2.471 0.35
H -2.001 -5.198 0.569 0.25
H -2.738 0.730 -2.129 0.69
H -2.345 -6.497 2.743 0.41
H 7.818 0.978 -3.143 0.41
H 1.770 3.199 -1.322 0.62
H 0.736 -2.527 -3.631 0.60
H 3.144 1.840 2.780 0.22
H 3.392 0.743 4.165 0.36
H 3.869 0.078 0.449 -0.04
H 3.376 -0.991 2.148 0.35
H 5.849 -0.511 -2.580 0.50
H -7.573 0.928 0.399 0.37
H 1.512 3.092 -3.026 0.40
H -4.765 1.111 4.776 0.38
H -0.751 1.809 -3.687 0.41
H 3.556 1.937 -2.397 1.12
H -6.229 1.431 -1.529 0.26
H 3.972 -0.805 -1.070 0.35
H -5.331 -0.499 4.805 0.33
H -6.495 0.773 4.835 0.39
H 0.631 1.742 0.219 0.54
H 1.183 -0.762 -1.915 0.58
```

Properties
multiplicity: 4
orbital gap (spin up / spin down): 6.11 / 2.29 eV
charge: +3
E: -4142.92126 hartree
lowest unoccupied orbital energy (spin up / spin down): -8.0 / -12.0 eV

=====

Entry 3:
Molecular formula: C28H29ClN2O3
Method: DFT, ωB97M-V/def2-TZVPD

Structure (XYZ):
```
63
Properties=species:S:1:pos:R:3:nbo_charge:R:1
Cl -5.945 1.094 0.703 0.01
O 2.599 1.002 -1.053 -0.65
O -2.283 -2.190 -2.641 -0.62
O 1.770 -0.693 2.094 -0.55
N 0.737 1.039 0.213 -0.46
N -1.044 -1.319 -0.966 -0.44
C -0.957 4.842 -0.979 -0.20
C 2.218 -3.347 1.227 -0.24
C 3.050 -1.004 1.558 -0.11
C -4.030 -0.464 -0.369 -0.26
C -5.782 -1.597 0.842 -0.24
C 0.610 3.827 0.544 0.08
C -0.696 4.105 0.163 -0.26
C 2.926 -2.258 0.735 0.04
C 1.394 5.037 -1.384 -0.20
C 2.072 -4.490 0.461 -0.20
C -2.204 -1.756 -1.508 0.65
C -5.178 -2.811 0.563 -0.19
C -3.423 -1.687 -0.632 -0.02
C 2.639 -4.557 -0.801 -0.22
C -0.900 -0.826 0.380 -0.24
C 0.088 5.305 -1.759 -0.22
C -4.008 -2.861 -0.174 -0.22
C -5.202 -0.431 0.367 -0.02
C 0.897 2.977 1.752 -0.44
C 1.483 1.624 1.316 -0.08
C 3.347 -3.475 -1.296 -0.21
C -0.651 0.693 0.408 -0.24
C 0.620 0.146 -2.068 -0.50
C 1.410 0.763 -0.930 0.71
C 1.653 4.305 -0.240 -0.24
C 3.485 -2.326 -0.535 -0.23
C 0.149 -1.285 -1.783 -0.23
C 1.586 0.637 2.500 -0.06
H -1.518 3.750 0.769 0.21
H -0.047 -1.323 0.855 0.24
H 2.674 4.100 0.044 0.21
H -0.956 1.077 1.380 0.22
H -1.268 1.180 -0.356 0.21
H 1.293 0.126 -2.926 0.25
H -0.106 -1.777 -2.724 0.25
H 3.422 -0.194 0.924 0.20
H 2.527 -5.450 -1.398 0.21
H -3.602 0.453 -0.743 0.23
H 1.776 -3.286 2.210 0.22
H 2.214 5.399 -1.987 0.22
H -3.542 -3.807 -0.401 0.23
H 1.626 3.470 2.399 0.23
H 1.515 -5.330 0.849 0.21
H 0.946 -1.849 -1.289 0.22
H -5.630 -3.724 0.921 0.22
H -1.803 -1.060 0.944 0.22
H -0.114 5.875 -2.654 0.21
H -1.978 5.051 -1.261 0.21
H -6.696 -1.552 1.413 0.23
H 0.650 0.625 3.067 0.18
H 3.786 -3.521 -2.281 0.22
H 3.763 -1.154 2.386 0.18
H 2.481 1.802 0.905 0.25
H 2.394 0.964 3.170 0.18
H 4.015 -1.473 -0.932 0.23
H -0.017 2.832 2.332 0.20
H -0.236 0.776 -2.320 0.22
```

Properties
structure (SMILES): O=C(c1cccc(Cl)c1)N1CCC(=O)N([C@H](COCc2ccccc2)Cc2ccccc2)CC1
orbital gap: 9.64 eV
E: -1879.84092 hartree
lowest unoccupied orbital energy: 0.6 eV
relative energy (zero: lowest compared OMol25 entry of this formula, charge and spin): 0.0000 eV

=====

Entry 4:
Molecular formula: C28H29FNOV
Method: DFT, ωB97M-V/def2-TZVPD

Structure (XYZ):
```
61
Properties=species:S:1:pos:R:3:nbo_charge:R:1
V 0.932 -0.226 0.855 1.20
F 7.121 0.701 -0.434 -0.37
O 0.666 0.556 -0.804 -0.77
N -0.824 1.242 -2.437 -0.69
C 1.448 -2.259 1.646 -0.39
C -0.562 0.337 2.711 -0.37
C -0.471 1.545 1.952 -0.11
C 1.848 -2.275 0.273 -0.30
C -2.949 1.901 1.533 -0.59
C 0.679 -2.127 -0.529 -0.25
C -3.479 -0.500 -2.156 -0.22
C -4.232 -1.531 -1.567 -0.17
C 0.007 -2.208 1.677 -0.30
C 4.824 1.212 -0.799 -0.30
C 0.715 0.102 3.316 -0.35
C -2.303 -0.802 -2.858 -0.04
C 0.865 2.059 2.100 -0.29
C -1.216 3.314 0.323 -0.60
C 3.176 0.294 0.710 -0.32
C -1.381 0.275 -3.406 -0.22
C -3.911 -2.863 -1.843 -0.25
C -2.797 -3.174 -2.633 -0.22
C -1.547 0.819 -0.108 -0.49
C 3.482 1.091 -0.371 -0.22
C -0.455 -2.153 0.335 -0.35
C -0.534 0.957 -1.165 0.41
C 4.166 -0.294 1.485 -0.23
C -2.004 -2.141 -3.142 -0.20
C 5.808 0.592 -0.033 0.35
C 5.522 -0.152 1.110 -0.31
C -1.529 1.944 0.930 -0.07
C 1.562 1.186 2.975 -0.26
H -5.063 -1.275 -0.902 0.20
H 6.317 -0.630 1.683 0.20
H 1.195 3.034 1.737 0.22
H -0.198 3.344 -0.098 0.22
H -1.499 -2.218 0.034 0.23
H -0.519 2.132 -2.826 0.36
H -2.536 -4.211 -2.864 0.21
H -1.294 4.068 1.122 0.20
H -1.418 -0.162 0.389 0.24
H -2.540 0.664 -0.532 0.21
H 0.936 -0.692 4.018 0.22
H -1.497 -0.209 2.881 0.22
H 2.686 1.597 -0.914 0.22
H 2.099 -2.388 2.510 0.23
H -3.034 2.547 2.428 0.20
H 3.928 -0.876 2.382 0.19
H 2.556 1.355 3.357 0.22
H -4.519 -3.665 -1.433 0.21
H -0.622 -2.318 2.567 0.23
H -1.137 -2.352 -3.783 0.21
H -0.495 -0.222 -3.833 0.18
H 2.849 -2.492 -0.088 0.24
H -1.951 3.544 -0.462 0.20
H 5.073 1.765 -1.699 0.20
H -3.228 0.856 1.783 0.20
H -1.907 0.828 -4.201 0.19
H -3.794 0.547 -2.053 0.22
H -3.661 2.237 0.754 0.19
H 0.644 -2.229 -1.603 0.22
```

Properties
multiplicity: 4
orbital gap (spin up / spin down): 4.88 / 6.74 eV
charge: -1
E: -2258.14304 hartree
lowest unoccupied orbital energy (spin up / spin down): 2.8 / 2.8 eV
relative energy (zero: lowest compared OMol25 entry of this formula, charge and spin): 0.0000 eV